Record 1
{
  "formula": "C4H8NS",
  "method": "wB97M-V/def2-TZVPD",
  "elements": ["C", "C", "S", "C", "C", "N", "H", "H", "H", "H", "H", "H", "H", "H"],
  "coordinates": [[-3.037, -0.072, 0.159], [-2.037, -0.639, -0.408], [-0.763, 0.495, -0.873], [0.922, 0.334, 0.573], [2.004, -0.658, 0.081], [2.052, 0.800, -0.252], [-3.959, -0.575, 0.462], [-2.934, 0.994, 0.369], [-1.995, -1.635, -0.864], [0.741, 0.687, 1.574], [2.609, -1.163, 0.962], [1.775, -1.153, -0.845], [2.682, 1.396, 0.329], [1.939, 1.190, -1.268]],
  "forces_ev_per_a": [[-2.647, 1.404, 1.799], [2.557, -1.225, -1.999], [2.720, -0.199, 1.881], [-2.299, -1.810, -4.542], [-1.158, 0.476, 2.557], [1.485, 2.286, 0.613], [0.253, 0.078, -0.308], [-0.379, -0.324, 0.248], [0.006, 0.256, 0.648], [0.362, 0.143, 0.045], [-0.575, 1.472, -2.436], [-0.061, -0.754, 0.216], [-0.250, -0.576, -1.013], [-0.015, -1.226, 2.290]],
  "e_above_lowest_kj_mol": 294.4,
  "smiles": "C=CS[C@H]1C[NH2+]1",
  "charge": 1,
  "molar_mass_g_mol": 102.18,
  "homo_lumo_gap_ev": 9.0,
  "homo_ev": -13.396,
  "e_lumo_ha": -0.16002
}



Record 2
{
  "formula": "C3H4O3Sm",
  "method": "wB97M-V/def2-TZVPD",
  "elements": ["O", "Sm", "O", "C", "O", "C", "C", "H", "H", "H", "H"],
  "coordinates": [[0.931, 0.361, 0.623], [-0.977, -2.452, 4.134], [0.044, -0.946, 2.274], [0.198, -0.672, 1.098], [-0.359, -1.092, 0.013], [0.481, 0.052, -0.693], [-0.258, 1.122, -1.401], [1.246, -0.488, -1.262], [0.414, 1.572, -2.144], [-1.097, 0.661, -1.940], [-0.623, 1.882, -0.703]],
  "forces_ev_per_a": [[0.083, -0.697, 1.042], [0.586, 0.837, -0.994], [-0.624, -1.654, 1.523], [0.574, 2.554, -0.745], [-0.005, 0.237, -0.942], [-0.029, -1.293, -0.026], [-0.350, -0.118, -0.091], [-0.246, 0.183, 0.134], [-0.197, -0.058, 0.254], [0.186, 0.208, 0.040], [0.021, -0.199, -0.195]],
  "e_above_lowest_kj_mol": 120.0,
  "multiplicity": 7,
  "charge": 2,
  "s2": 12.0065,
  "molar_mass_g_mol": 238.42,
  "homo_lumo_gap_ev": [9.0, 9.2],
  "homo_ev": [-18.846, -18.888],
  "e_lumo_ha": [-0.36299, -0.35518]
}



Record 3
{
  "formula": "C10H10O",
  "method": "wB97M-V/def2-TZVPD",
  "elements": ["O", "C", "C", "C", "C", "C", "C", "C", "C", "C", "C", "H", "H", "H", "H", "H", "H", "H", "H", "H", "H"],
  "coordinates": [[3.028, -1.283, -0.839], [2.279, -0.541, -0.348], [2.289, 1.064, -0.288], [0.984, 1.546, 0.392], [-0.315, 0.555, -0.189], [-1.666, 1.115, -0.240], [-2.909, 0.349, -0.438], [-2.670, -1.065, -0.414], [-1.374, -1.523, 0.104], [-0.140, -0.761, 0.142], [1.103, -1.139, 0.613], [3.179, 1.461, 0.026], [2.421, 0.982, -1.418], [0.800, 2.632, 0.217], [0.987, 1.216, 1.562], [-1.873, 2.198, -0.504], [-3.805, 0.701, -0.737], [-3.530, -1.752, -0.306], [-1.245, -2.556, 0.406], [1.270, -0.997, 1.686], [1.187, -2.201, 0.575]],
  "forces_ev_per_a": [[1.971, -1.112, -1.953], [-2.555, 1.882, 5.524], [-2.198, -3.820, -2.884], [-1.712, -2.176, -0.319], [-0.873, 4.558, 2.583], [-1.411, 0.335, -2.580], [7.242, -2.831, 0.649], [1.455, 0.617, 3.110], [0.025, 0.238, -1.489], [-6.456, 0.847, -1.251], [3.966, -1.970, -0.050], [2.213, 0.766, 1.249], [-0.966, 1.874, 0.726], [-0.026, -0.938, 0.420], [0.193, 1.286, -2.790], [0.975, -1.083, 0.847], [-2.717, 1.633, -0.572], [0.697, 0.236, -0.588], [-0.377, -0.164, -0.153], [0.164, 0.931, -0.072], [0.389, -1.107, -0.409]],
  "e_above_lowest_kj_mol": 376.4,
  "smiles": "O=C1CCc2ccccc2C1",
  "charge": 0,
  "molar_mass_g_mol": 146.19,
  "homo_lumo_gap_ev": 9.3,
  "homo_ev": -8.736,
  "e_lumo_ha": 0.01995
}